<P>
{"formula": "C3H8NO3", "method": "ωB97M-V/def2-TZVPD", "multiplicity": 1, "homo_ev": -13.3, "total_charge": 1, "elements": ["C", "C", "C", "N", "O", "O", "O", "H", "H", "H", "H", "H", "H", "H", "H"], "positions_angstrom": [[-0.586, -0.637, 2.181], [-0.616, -1.434, 1.162], [-0.338, 0.500, -0.779], [0.750, 0.984, 0.166], [-0.531, -2.130, 0.238], [0.718, -0.626, -1.715], [-0.524, 1.531, -1.613], [-0.023, -0.932, 3.049], [-1.358, 0.095, 2.336], [1.678, 0.694, -0.163], [0.728, 2.010, 0.207], [0.529, 0.535, 1.097], [0.394, -1.494, -1.398], [0.529, -0.542, -2.664], [-1.349, 1.446, -2.104]]}



<Q>
{"formula": "C3H8NO3", "method": "ωB97M-V/def2-TZVPD", "multiplicity": 1, "homo_ev": -15.4, "smiles": "[NH3+][C@@H](CO)C(=O)O", "total_charge": 1, "elements": ["O", "C", "O", "C", "C", "O", "N", "H", "H", "H", "H", "H", "H", "H", "H"], "positions_angstrom": [[-0.145, -1.573, 1.819], [0.423, -0.664, 1.302], [1.666, -0.256, 1.623], [-0.266, 0.229, 0.291], [-1.203, -0.465, -0.691], [-0.371, -0.581, -1.844], [0.674, 1.180, -0.389], [1.873, -0.697, 2.467], [-0.999, 0.863, 0.893], [-2.089, 0.150, -0.837], [-1.537, -1.408, -0.224], [-0.863, -0.846, -2.630], [1.620, 1.132, 0.030], [0.867, 0.797, -1.334], [0.350, 2.139, -0.474]]}



Preferred: <Q>; penalty for the next structure: 0.1345 hartree.



<P>
{"formula": "C2H12O3S", "method": "ωB97M-V/def2-TZVPD", "multiplicity": 1, "homo_ev": -9.0, "smiles": "CSC.O.O.O", "elements": ["C", "S", "C", "H", "H", "H", "H", "H", "H", "H", "H", "O", "H", "H", "O", "H", "H", "O"], "positions_angstrom": [[-0.269, 0.714, -0.493], [-1.505, -0.292, -1.332], [-2.568, -0.691, 0.095], [-0.440, 1.784, -0.649], [0.709, 0.507, -0.926], [-0.285, 0.568, 0.584], [-3.578, -0.887, -0.256], [-2.201, -1.526, 0.686], [-2.622, 0.206, 0.710], [1.482, 3.355, 0.111], [1.289, 4.812, 0.631], [1.912, 4.187, 0.253], [0.258, -3.480, -1.458], [0.244, -1.980, -1.331], [0.489, -2.767, -0.836], [3.124, -1.560, 1.312], [1.640, -1.499, 1.115], [2.321, -1.451, 1.786]]}



<Q>
{"formula": "C2H12O3S", "method": "ωB97M-V/def2-TZVPD", "multiplicity": 1, "homo_ev": -8.8, "smiles": "CSC.O.O.O", "elements": ["C", "S", "C", "H", "H", "H", "H", "H", "H", "H", "H", "O", "H", "H", "O", "H", "H", "O"], "positions_angstrom": [[-1.963, -0.698, -1.218], [-0.257, -1.480, -1.489], [1.006, -0.131, -1.655], [-1.922, 0.324, -0.890], [-2.476, -0.845, -2.270], [-2.507, -1.491, -0.462], [1.918, -0.792, -1.586], [1.064, 0.593, -0.879], [1.050, 0.309, -2.670], [0.065, 1.311, 0.754], [-0.122, 2.911, 0.886], [-0.572, 2.015, 0.388], [-0.852, -1.617, 1.305], [0.616, -1.365, 1.436], [-0.232, -1.327, 1.956], [1.221, 0.400, 2.632], [2.295, 0.746, 1.585], [1.668, 1.137, 2.177]]}



Preferred: <P>; penalty for the next structure: 0.0364 hartree.



<P>
{"formula": "C3H9N4S", "method": "ωB97M-V/def2-TZVPD", "multiplicity": 1, "homo_ev": [-12.8, -12.8], "total_charge": 1, "elements": ["C", "C", "C", "N", "N", "N", "N", "S", "H", "H", "H", "H", "H", "H", "H", "H", "H"], "positions_angstrom": [[0.385, -0.667, -0.052], [-1.532, 0.895, 0.029], [-0.399, -1.793, -0.642], [1.554, -0.903, 0.362], [-0.250, 0.642, -0.079], [0.648, 1.688, -0.175], [2.488, -0.153, 0.876], [-2.740, -0.242, 0.470], [-1.836, 1.926, -0.090], [-1.019, -1.458, -1.470], [-1.025, -2.283, 0.103], [0.305, -2.536, -1.014], [0.207, 2.595, -0.296], [1.358, 1.520, -0.884], [3.266, -0.670, 1.257], [2.339, 0.808, 1.170], [-3.750, 0.632, 0.436]]}



<Q>
{"formula": "C3H9N4S", "method": "ωB97M-V/def2-TZVPD", "multiplicity": 1, "homo_ev": -12.8, "smiles": "C/C=N\\N(S)/C=N/[NH3+]", "total_charge": 1, "elements": ["C", "C", "C", "N", "N", "N", "N", "S", "H", "H", "H", "H", "H", "H", "H", "H", "H"], "positions_angstrom": [[1.440, 1.058, -1.042], [-0.799, -0.379, 0.889], [2.084, -0.068, -1.807], [0.736, 0.914, -0.005], [0.502, -0.261, 0.636], [-1.676, 0.507, 0.468], [-3.032, 0.305, 1.010], [1.493, -1.676, 0.978], [1.420, 2.117, -1.404], [-1.293, -1.337, 1.380], [1.493, -0.887, -1.941], [2.968, -0.534, -1.408], [2.396, 0.263, -2.823], [-3.735, 0.558, 0.240], [-3.131, 0.958, 1.829], [-3.200, -0.628, 1.277], [2.336, -0.907, 1.721]]}



Preferred: <P>; penalty for the next structure: 0.0498 hartree.



<P>
{"formula": "C3HF2N", "method": "ωB97M-V/def2-TZVPD", "multiplicity": 1, "homo_ev": -10.4, "smiles": "N#C/C(F)=C/F", "elements": ["C", "C", "C", "H", "N", "F", "F"], "positions_angstrom": [[0.067, -0.197, -1.016], [0.053, -0.271, 0.342], [-0.219, 0.830, 1.120], [0.239, 0.714, -1.525], [-0.439, 1.642, 1.857], [0.144, -1.295, -1.762], [0.156, -1.423, 0.984]]}



<Q>
{"formula": "C3HF2N", "method": "ωB97M-V/def2-TZVPD", "multiplicity": 1, "homo_ev": -9.4, "elements": ["C", "C", "C", "N", "F", "F", "H"], "positions_angstrom": [[1.036, -0.110, -0.049], [-0.006, 0.703, -0.175], [-0.873, -0.540, -0.018], [0.118, -1.334, 0.041], [-0.229, 2.114, 0.097], [-2.148, -0.738, 0.079], [2.102, -0.095, 0.025]]}



Preferred: <P>; penalty for the next structure: 0.0866 hartree.